Here is a molecular structure, C34H34BrN6O2RuS in a non-equilibrium geometry from OMol25. Energies are from the ωB97M-V functional and the def2-TZVPD basis.

```
79
Properties=species:S:1:pos:R:3:mulliken_charge:R:1
Ru -0.592 1.109 -0.056 -0.36
O 2.187 3.398 5.062 -0.52
C 1.701 2.979 3.899 0.81
C 2.427 2.251 2.955 -0.85
C 1.808 1.870 1.791 -0.45
N 0.524 2.143 1.501 0.40
C -0.153 2.831 2.427 -0.02
Br -1.970 3.146 2.054 -0.03
C 0.370 3.281 3.613 -0.72
H 3.117 3.167 5.185 0.33
H 3.464 1.990 3.124 0.41
H 2.356 1.318 1.038 0.50
H -0.226 3.851 4.310 0.54
C 2.964 1.791 -2.396 -0.83
C 2.803 0.834 -3.391 -1.03
C 1.655 0.059 -3.437 -0.48
C 0.669 0.221 -2.469 0.81
C 0.861 1.144 -1.437 0.38
C 1.990 1.952 -1.416 -0.45
C -0.618 -0.480 -2.470 0.69
C -0.992 -1.473 -3.392 -0.90
C -2.199 -2.086 -3.276 -1.29
C -3.110 -1.658 -2.292 1.06
C -4.401 -2.216 -2.153 -0.83
C -5.286 -1.696 -1.259 -0.63
C -4.923 -0.575 -0.483 -0.84
C -3.673 -0.033 -0.575 -0.68
C -2.717 -0.590 -1.448 -0.54
N -1.435 -0.090 -1.504 1.92
H 3.847 2.417 -2.380 0.50
H 3.571 0.708 -4.143 0.48
H 1.520 -0.657 -4.238 0.47
H 2.115 2.719 -0.664 0.74
H -0.310 -1.758 -4.180 0.53
H -2.483 -2.878 -3.960 0.46
H -4.680 -3.058 -2.774 0.46
H -6.274 -2.126 -1.168 0.44
H -5.644 -0.133 0.192 0.46
H -3.426 0.859 -0.016 0.45
C -1.519 5.321 -3.346 -0.89
N -2.277 4.114 -2.987 0.03
C -3.573 3.878 -3.638 -0.86
C -1.897 3.371 -1.991 0.36
N -1.569 2.702 -1.104 -0.40
H -1.444 5.375 -4.431 0.33
H -0.519 5.272 -2.924 0.30
H -2.021 6.217 -2.981 0.33
H -3.446 3.966 -4.715 0.33
H -4.309 4.610 -3.306 0.33
H -3.930 2.879 -3.402 0.27
C -1.068 -2.515 4.783 -1.01
C 0.446 -2.333 4.847 -0.54
C 0.982 -1.423 3.745 -0.72
N 0.774 -2.004 2.414 0.26
C -0.116 -1.645 1.527 0.39
S -1.265 -0.379 1.803 -0.23
N -0.202 -2.309 0.339 0.05
C 0.698 -3.182 -0.334 0.30
O 0.243 -3.899 -1.182 -0.54
C 2.146 -3.078 -0.008 -0.73
C 2.783 -1.839 -0.074 1.23
C 4.154 -1.762 0.102 -0.97
C 4.887 -2.917 0.352 -0.56
C 4.252 -4.150 0.418 -0.72
C 2.881 -4.235 0.227 -0.11
H -1.408 -3.142 5.605 0.40
H -1.376 -2.998 3.852 0.25
H -1.580 -1.554 4.859 0.24
H 0.945 -3.303 4.786 0.34
H 0.725 -1.887 5.803 0.36
H 2.055 -1.268 3.867 0.37
H 0.483 -0.458 3.776 0.24
H 1.316 -2.836 2.207 0.23
H -1.109 -2.269 -0.106 0.00
H 2.203 -0.951 -0.306 0.03
H 4.659 -0.807 0.025 0.51
H 5.961 -2.856 0.472 0.43
H 4.828 -5.049 0.595 0.44
H 2.371 -5.190 0.258 0.50
```

Properties
spin multiplicity = 2
energy = -4861.6915 Ha
total charge = +2
LUMO energy (spin up / spin down) = -6.268 / -6.753 eV